Entry 1:
Computed, not measured: a gas-phase ion, C6H13BrN4 (charge +2), with the ωB97M-V functional and the def2-TZVPD basis.

```
24
Properties=species:S:1:pos:R:3:forces:R:3
C 0.72056 0.51897 -0.97576 -0.189 -0.032 0.040
C -0.13213 0.46994 1.26184 -0.538 -1.786 1.302
C 1.59994 -0.73392 -0.59820 -0.409 3.745 -0.923
C 0.90107 -1.56718 0.46093 1.983 -2.245 -2.444
C -0.11517 -2.54502 -0.12718 0.136 2.524 -4.253
C -0.74471 2.32272 -0.09595 0.671 2.440 -0.765
N 0.29965 -0.76809 1.49613 1.335 -0.183 -0.875
N -0.02702 1.08547 0.04335 1.502 -0.736 -0.688
N 0.63710 0.99916 -2.21536 1.075 -0.451 1.033
N -0.81530 1.08891 2.18647 -1.092 0.884 1.150
Br 3.23114 0.20847 0.20934 -1.121 -0.518 -0.525
H 2.00191 -1.09133 -1.57779 -0.568 -0.716 1.269
H 1.79198 -2.23014 0.65744 -0.899 0.758 1.553
H -1.08083 -2.02268 -0.19484 0.020 -0.395 -0.036
H -0.21750 -3.43528 0.38491 -0.068 -1.838 1.081
H 0.20806 -2.73351 -1.26474 -0.767 -0.086 2.569
H -0.68477 2.61056 -1.16855 -0.419 0.319 1.298
H -1.73284 2.25090 0.23284 -2.074 -0.996 -0.523
H -0.50144 3.16104 0.62876 1.264 -0.787 -1.250
H 0.04402 -1.41395 2.23694 -0.435 1.132 0.690
H 1.14614 0.52839 -2.96153 0.036 -0.133 0.301
H 0.46291 1.97151 -2.46387 -0.434 -0.247 0.290
H -1.11046 0.64241 3.05038 0.465 -0.233 -0.167
H -1.29008 1.98327 2.07218 0.526 -0.421 -0.128
```
Positions in Å, forces in eV/Å.

Summary:
relative energy (zero: lowest compared OMol25 entry of this formula, charge and spin): 180.1 kJ/mol
2S+1: 1
SMILES: C[C@@H]1NC(=[NH2+])N(C)C(=[NH2+])[C@H]1Br
LUMO energy: -0.3243 Ha
total charge: +2
frontier orbital gap: 9.244 eV
HOMO level: -18.07 eV

Entry 2:
Computed, not measured: 2 unconnected molecules or ions with the total composition C5H12Si, with the ωB97M-V functional and the def2-TZVPD basis.

```
18
Properties=species:S:1:pos:R:3:forces:R:3
C 3.97597 -0.87157 -0.26422 -2.591 -2.614 -0.353
C 2.95317 -0.05518 -0.09617 -0.500 0.667 0.445
C 2.95167 1.42790 -0.02484 0.042 -1.094 -0.330
C -3.58648 1.07656 -0.33072 -0.190 -1.283 3.609
C -2.87700 -1.62553 0.38236 2.642 -0.942 -2.679
Si -1.98826 0.08126 0.14518 -0.944 -0.263 -0.507
H 3.69260 -1.94001 -0.36987 0.241 0.545 0.550
H 4.98788 -0.76681 -0.44404 1.811 1.233 -0.418
H 1.95755 -0.39771 0.22382 0.527 -0.685 -0.651
H 3.49154 1.96348 -0.73124 1.043 0.559 -1.917
H 3.45613 1.66967 0.83844 0.788 0.855 2.485
H 1.97783 1.81508 -0.01337 -1.393 0.532 0.189
H -3.80563 1.69590 0.61871 0.535 -0.397 -1.309
H -3.63440 1.68438 -1.16842 0.066 1.270 -1.534
H -4.41272 0.36287 -0.28962 -0.096 0.080 -0.529
H -3.51781 -2.16864 -0.32431 0.049 0.765 -0.520
H -2.15932 -2.40319 0.65531 0.321 0.117 0.092
H -3.46272 -1.54845 1.19302 -2.351 0.655 3.375
```
Positions in Å, forces in eV/Å.

Summary:
relative energy (zero: lowest compared OMol25 entry of this formula, charge and spin): 298.7 kJ/mol
2S+1: 1
LUMO energy: -0.0125 Ha
frontier orbital gap: 7.967 eV
HOMO level: -8.31 eV

Entry 3:
Computed, not measured: a molecular structure, C29H27BBaF4N2OPSe2, with the ωB97M-V functional and the def2-TZVPD basis.

```
68
Properties=species:S:1:pos:R:3:forces:R:3
Ba 1.52202 0.29300 1.06257 -0.996 -0.214 -0.206
Se 4.63117 0.49087 1.83786 0.439 -0.154 0.419
Se 4.13262 2.30033 0.44368 0.156 0.434 -0.308
C 3.12636 3.34947 1.71584 -0.074 0.017 0.073
C 3.54899 4.63488 1.99860 0.048 0.034 -0.001
C 2.77341 5.40004 2.86161 0.022 0.006 -0.007
C 1.64036 4.84251 3.42493 -0.013 -0.076 -0.006
C 1.30978 3.53557 3.09336 -0.025 0.056 0.094
N 2.02652 2.80952 2.23816 0.082 -0.111 -0.107
C 4.71561 -0.79638 0.40134 -0.064 -0.102 -0.142
C 5.86545 -1.55355 0.27394 0.091 -0.004 0.038
C 5.92038 -2.50203 -0.73872 0.042 0.044 0.079
C 4.84422 -2.62390 -1.59532 -0.126 0.028 -0.093
C 3.73855 -1.81152 -1.39170 -0.057 -0.098 -0.010
N 3.65416 -0.92777 -0.39776 0.172 0.063 0.087
H 4.46170 5.01851 1.56535 -0.008 0.012 0.007
H 3.06681 6.41334 3.10125 0.007 -0.003 0.000
H 1.02291 5.39761 4.11620 0.000 -0.002 0.001
H 0.44444 3.04812 3.52739 0.002 0.005 -0.008
H 6.69664 -1.39285 0.94573 0.010 -0.021 -0.010
H 6.79948 -3.12001 -0.86175 0.006 0.009 0.007
H 4.85073 -3.33160 -2.41205 -0.005 0.003 0.009
H 2.87607 -1.88179 -2.04534 0.012 -0.015 0.012
C -4.97473 -1.65272 2.77315 -0.009 -0.015 0.035
C -5.28804 -1.04589 1.56338 0.007 0.002 0.001
C -4.28591 -0.76261 0.64960 0.001 0.025 -0.001
C -2.95994 -1.08712 0.93999 0.024 -0.047 0.007
C -2.65354 -1.68376 2.16126 0.029 -0.019 0.052
C -3.65893 -1.96974 3.07428 -0.006 0.015 -0.033
P -1.58722 -0.80825 -0.22124 0.018 0.067 0.015
C -1.67554 -2.19896 -1.39798 -0.035 0.000 0.033
C -0.48551 -2.66398 -1.94728 0.047 -0.050 -0.049
C -0.48609 -3.68437 -2.89086 0.011 0.061 0.057
C -1.68643 -4.25293 -3.28246 -0.062 -0.035 -0.024
C -2.88198 -3.80623 -2.72996 0.049 -0.029 -0.026
C -2.87739 -2.78629 -1.79367 0.013 0.019 0.029
C -2.20278 0.59678 -1.22070 0.033 0.045 -0.012
C -2.36708 0.53697 -2.59874 -0.033 0.016 -0.059
C -2.74141 1.67058 -3.31691 0.009 -0.043 0.013
C -2.94704 2.87371 -2.66479 0.002 0.049 0.030
C -2.79097 2.94452 -1.28156 -0.007 -0.004 -0.071
C -2.42254 1.81565 -0.57017 0.006 -0.015 0.046
H -5.75903 -1.87209 3.48587 -0.002 0.005 -0.005
H -6.31465 -0.79235 1.33281 0.006 0.000 0.001
H -4.53732 -0.27858 -0.28671 0.011 -0.003 -0.007
H -1.62604 -1.91795 2.41426 0.001 0.001 -0.017
H -3.40850 -2.43001 4.02064 0.003 -0.001 -0.003
H 0.45734 -2.23265 -1.62486 -0.007 0.014 0.005
H 0.44617 -4.04191 -3.30880 -0.001 0.004 0.002
H -1.69348 -5.05258 -4.01160 -0.004 0.005 0.005
H -3.81883 -4.25774 -3.02896 0.007 -0.002 0.001
H -3.81294 -2.45017 -1.36487 0.009 0.005 0.014
H -2.20914 -0.39676 -3.12404 -0.005 0.003 0.002
H -2.87683 1.60512 -4.38911 0.004 -0.003 0.008
H -3.24195 3.75223 -3.22365 -0.002 -0.003 0.008
H -2.97458 3.87663 -0.76222 -0.001 -0.003 0.004
H -2.32509 1.87650 0.50970 0.005 -0.023 0.013
F 1.67530 -1.83980 2.60536 -0.101 0.221 0.133
B 1.13103 -1.21149 3.81629 0.023 0.053 -0.129
F 0.19017 -0.22140 3.27421 0.189 -0.072 -0.028
F 0.49485 -2.10916 4.59722 -0.124 -0.104 -0.050
F 2.15280 -0.52216 4.43368 0.064 0.089 -0.142
C 1.05026 1.64106 -2.58790 0.025 -0.001 0.078
O 0.76180 1.93136 -1.21378 0.199 -0.086 0.192
H 1.75862 2.36262 -2.99659 -0.009 0.004 -0.012
H 0.13640 1.63160 -3.17863 -0.003 -0.003 -0.020
H 1.49939 0.64889 -2.62131 0.010 0.002 0.001
H 0.14895 2.67308 -1.17749 -0.115 -0.057 -0.023
```
Positions in Å, forces in eV/Å.

Summary:
relative energy (zero: lowest compared OMol25 entry of this formula, charge and spin): 6.9 kJ/mol
2S+1: 1
LUMO energy: -0.1294 Ha
total charge: +1
frontier orbital gap: 7.396 eV
HOMO level: -10.92 eV